Entry 1:
The following is a quantum chemistry calculation of C31H29Br4N4O3PW as an isolated structure, from the Open Molecules 2025 dataset.

Properties
HOMO energy (spin up / spin down): -0.4788 / -0.4793 Ha
⟨S²⟩: 2.03
Multiplicity: 3
Gap between HOMO and LUMO (spin up / spin down): 6.45 / 6.46 eV
Net charge: +2
DFT total energy: -12347.5152 Eh

Each line ends with the Mulliken spin population.
Cartesian coordinates (Å):
W: 0.23 0.35 0.34  1.87
Br: 4.75 -4.94 0.33  0.00
C: 3.91 -3.29 0.03  -0.01
C: 4.48 -2.36 -0.87  0.01
Br: 6.08 -2.75 -1.75  0.00
C: 3.86 -1.14 -1.10  -0.01
Br: 4.51 0.18 -2.26  0.00
C: 2.65 -0.90 -0.45  0.05
O: 1.92 0.24 -0.55  0.02
C: 2.13 -1.78 0.47  -0.06
O: 1.02 -1.29 1.07  -0.09
C: 2.74 -3.00 0.72  0.01
Br: 2.01 -4.09 2.06  0.00
N: -3.30 1.79 2.13  0.01
C: -2.43 2.00 1.15  0.00
N: -2.52 3.06 0.36  0.01
O: -1.52 1.13 0.97  0.02
H: -4.05 2.42 2.34  0.00
H: -3.20 0.94 2.68  0.00
H: -3.26 3.74 0.46  0.00
H: -1.83 3.19 -0.36  0.00
N: 0.56 2.39 -0.09  -0.05
C: 1.37 3.23 -0.22  0.07
N: 2.23 4.16 -0.37  0.00
C: 2.45 5.20 0.69  0.01
C: 3.85 5.04 1.25  0.00
C: 4.89 5.09 0.14  0.00
C: 4.63 4.02 -0.91  0.00
C: 3.23 4.13 -1.49  0.01
H: 1.67 5.10 1.43  0.00
H: 2.33 6.16 0.18  0.00
H: 3.92 4.08 1.77  0.00
H: 4.02 5.82 1.99  0.00
H: 5.89 4.97 0.55  0.00
H: 4.87 6.08 -0.34  0.00
H: 4.75 3.02 -0.47  0.00
H: 5.33 4.09 -1.74  0.00
H: 2.96 3.30 -2.14  0.00
H: 3.08 5.06 -2.03  0.00
C: -0.11 -5.28 -2.00  0.00
C: -0.43 -5.29 -0.65  0.00
C: -0.86 -4.12 -0.03  0.00
C: -0.99 -2.95 -0.78  -0.04
C: -0.67 -2.95 -2.14  0.01
C: -0.23 -4.11 -2.74  0.01
P: -1.55 -1.43 -0.04  0.13
C: -2.17 -1.76 1.64  -0.03
C: -1.54 -1.20 2.76  0.03
C: -2.02 -1.44 4.04  0.02
C: -3.14 -2.25 4.22  0.00
C: -3.76 -2.83 3.12  0.00
C: -3.27 -2.59 1.85  0.00
C: -2.85 -0.79 -1.13  -0.09
C: -2.63 0.37 -1.86  0.04
C: -3.58 0.83 -2.76  0.02
C: -4.76 0.13 -2.94  0.00
C: -4.98 -1.04 -2.23  0.00
C: -4.03 -1.51 -1.34  -0.01
H: 0.22 -6.19 -2.48  0.00
H: -0.33 -6.20 -0.07  0.00
H: -1.09 -4.12 1.03  0.00
H: -0.77 -2.05 -2.73  0.00
H: 0.02 -4.11 -3.80  0.00
H: -0.65 -0.59 2.67  0.01
H: -1.52 -1.01 4.90  0.00
H: -3.51 -2.44 5.22  0.00
H: -4.61 -3.48 3.26  0.00
H: -3.75 -3.09 1.01  0.00
H: -1.70 0.92 -1.77  0.03
H: -3.39 1.73 -3.34  0.00
H: -5.51 0.48 -3.64  0.00
H: -5.89 -1.61 -2.39  0.00
H: -4.21 -2.45 -0.84  0.00



Entry 2:
The following is a quantum chemistry calculation of a 5-piece molecular cluster, C6H21N2O4 overall, from the Open Molecules 2025 dataset.

Properties
HOMO energy: -0.4572 Ha
Multiplicity: 1
Gap between HOMO and LUMO: 9.95 eV
Net charge: +1
ΔE to the lowest compared entry with this formula, charge and spin: 2.14 kcal/mol
DFT total energy: -651.4426 Eh

Each line ends with the natural charge from an NBO analysis.
Cartesian coordinates (Å):
C: -2.78 0.76 2.82  -0.65
C: -1.87 0.71 1.64  -0.04
C: -0.65 1.65 1.67  -0.45
C: 0.10 1.70 0.38  -0.24
C: 1.25 1.09 0.12  -0.01
N: 1.80 1.16 -1.18  -0.48
C: 3.04 1.35 -1.35  0.01
N: -1.46 -0.70 1.33  -0.71
H: -3.62 0.06 2.87  0.24
H: -3.17 1.76 2.99  0.25
H: -2.27 0.58 3.78  0.22
H: -2.42 1.07 0.77  0.22
H: -0.11 1.48 2.61  0.23
H: -1.08 2.64 1.81  0.24
H: -0.32 2.39 -0.34  0.23
H: 1.81 0.49 0.84  0.19
H: 3.40 1.45 -2.37  0.19
H: 3.74 1.47 -0.53  0.16
H: -1.29 -1.25 2.18  0.46
H: -2.16 -1.24 0.88  0.43
H: -0.66 -0.73 0.67  0.48
H: 2.19 -2.74 -2.90  0.49
H: 1.23 -1.78 -3.81  0.51
O: 1.69 -1.93 -2.98  -0.98
H: 0.71 0.78 -3.01  0.49
H: 0.02 1.19 -4.25  0.48
O: 0.13 0.41 -3.69  -0.98
H: 0.41 -1.62 -1.68  0.51
H: -0.55 -0.49 -1.89  0.49
O: -0.42 -1.25 -1.30  -1.01
H: -0.74 -3.03 4.05  0.50
H: 0.15 -3.29 2.82  0.50
O: -0.55 -2.73 3.15  -0.98



Entry 3:
The following is a quantum chemistry calculation of C19H20N2PdSSi as an isolated structure, from the Open Molecules 2025 dataset.

Properties
HOMO energy (spin up / spin down): 0.1083 / 0.1119 Ha
Multiplicity: 1
Gap between HOMO and LUMO (spin up / spin down): 1.61 / 1.59 eV
Net charge: -2
DFT total energy: -1661.0230 Eh

Each line ends with the natural charge from an NBO analysis.
Cartesian coordinates (Å):
Pd: 1.00 -0.61 0.41  0.58
C: -3.97 3.62 -2.11  -1.14
Si: -3.72 1.85 -1.68  1.65
C: -5.37 1.51 -0.95  -1.15
C: -3.25 0.89 -3.17  -1.16
C: -2.42 1.69 -0.29  -0.53
C: -2.51 2.55 0.80  -0.23
C: -1.59 2.56 1.86  -0.34
C: -0.55 1.63 1.84  0.06
N: -0.41 0.80 0.80  -0.55
C: -1.29 0.79 -0.25  0.08
S: -0.73 -0.43 -1.34  -0.34
H: -4.74 3.76 -2.90  0.22
H: -3.04 4.13 -2.40  0.23
H: -4.32 4.15 -1.21  0.22
H: -6.10 1.97 -1.63  0.21
H: -5.39 2.01 0.03  0.23
H: -5.59 0.44 -0.81  0.23
H: -3.89 1.07 -4.05  0.21
H: -3.24 -0.17 -2.92  0.26
H: -2.20 1.10 -3.39  0.27
H: -3.32 3.30 0.82  0.18
H: -1.66 3.24 2.69  0.19
H: 0.16 1.53 2.68  0.20
C: 2.79 -3.47 -2.31  -0.41
C: 3.87 -3.92 -1.58  -0.35
C: 4.08 -3.44 -0.29  -0.20
C: 3.18 -2.47 0.21  0.00
N: 2.09 -2.01 -0.54  -0.58
C: 1.94 -2.53 -1.77  0.06
C: 3.34 -1.87 1.52  -0.08
C: 4.35 -2.26 2.42  -0.27
C: 4.49 -1.55 3.61  -0.26
C: 3.66 -0.47 3.91  -0.38
C: 2.63 -0.16 3.01  -0.23
C: 2.45 -0.84 1.83  -0.29
H: 2.58 -3.81 -3.32  0.18
H: 4.58 -4.59 -2.05  0.17
H: 4.90 -3.76 0.34  0.18
H: 1.06 -2.13 -2.28  0.19
H: 4.99 -3.07 2.13  0.18
H: 5.28 -1.88 4.29  0.17
H: 3.86 0.17 4.78  0.17
H: 2.02 0.70 3.27  0.17



Entry 4:
The following is a quantum chemistry calculation of C12H20N8O2Pt as an isolated structure, from the Open Molecules 2025 dataset.

Properties
HOMO energy (spin up / spin down): -0.5306 / -0.5315 Ha
⟨S²⟩: 2.01
Multiplicity: 3
Gap between HOMO and LUMO (spin up / spin down): 8.88 / 7.23 eV
Net charge: +2
ΔE to the lowest compared entry with this formula, charge and spin: 0.58 kcal/mol
DFT total energy: -1176.6540 Eh

Each line ends with the Mulliken spin population.
Cartesian coordinates (Å):
Pt: 0.58 -1.15 -0.17  1.53
N: 0.25 -0.21 -2.21  0.11
C: 0.01 1.24 -2.16  0.00
C: -1.47 1.58 -2.40  0.00
C: -2.41 1.09 -1.28  0.01
C: -3.18 2.22 -0.58  0.00
N: -2.28 3.14 0.09  0.00
C: -2.21 3.49 1.36  0.00
N: -1.15 4.21 1.73  0.00
N: -3.15 3.17 2.25  0.00
C: 0.43 1.79 -0.76  0.00
O: 0.36 3.00 -0.57  0.02
O: 0.76 0.95 0.12  0.13
H: 1.12 -0.41 -2.70  0.00
H: -0.51 -0.68 -2.71  0.00
H: 0.62 1.76 -2.91  0.00
H: -1.76 1.16 -3.36  0.00
H: -1.54 2.67 -2.50  0.00
H: -1.83 0.54 -0.52  0.01
H: -3.14 0.40 -1.69  0.00
H: -3.88 1.79 0.13  0.00
H: -3.75 2.78 -1.33  0.00
H: -1.46 3.40 -0.46  0.00
H: -0.38 4.31 1.09  0.00
H: -1.02 4.51 2.68  0.00
H: -4.03 2.78 1.97  0.00
H: -3.11 3.57 3.18  0.00
N: 4.18 -3.34 0.49  0.01
C: 4.86 -2.51 -0.34  0.01
C: 3.94 -1.63 -0.86  -0.01
N: 2.73 -1.93 -0.35  0.13
C: 2.89 -2.97 0.47  0.00
C: 1.74 -3.50 1.16  0.03
N: 0.55 -2.91 1.01  0.02
C: -0.33 -3.62 1.76  0.00
C: 0.33 -4.65 2.36  0.00
N: 1.63 -4.57 1.97  0.01
H: 4.60 -4.10 1.01  0.00
H: 5.92 -2.58 -0.52  0.00
H: 4.10 -0.83 -1.55  0.00
H: -1.37 -3.35 1.83  0.00
H: -0.04 -5.42 3.01  0.00
H: 2.35 -5.21 2.24  0.00



Entry 5:
The following is a quantum chemistry calculation of C16H40F12K2O8P2 as an isolated structure, from the Open Molecules 2025 dataset.

Properties
HOMO energy: -0.3263 Ha
Multiplicity: 1
Gap between HOMO and LUMO: 8.76 eV
Net charge: 0
ΔE to the lowest compared entry with this formula, charge and spin: 0.00 kcal/mol
DFT total energy: -4316.8403 Eh

Each line ends with the Mulliken charge.
Cartesian coordinates (Å):
K: -2.01 1.22 -4.31  1.03
K: -0.29 1.05 0.06  0.39
P: -3.71 0.04 -1.51  1.33
F: -2.72 1.36 -1.64  -0.44
F: -4.35 0.23 -2.98  -0.39
F: -2.54 -0.95 -2.15  -0.29
F: -4.75 -1.24 -1.40  -0.40
F: -3.30 -0.30 0.07  -0.35
F: -4.92 0.97 -1.13  -0.40
P: 1.32 -0.06 -3.08  1.23
F: 0.78 -0.36 -4.57  -0.40
F: 0.09 -0.96 -2.45  -0.31
F: 2.21 -1.45 -3.06  -0.36
F: 1.91 0.31 -1.59  -0.38
F: 2.37 0.98 -3.69  -0.39
F: 0.21 1.12 -2.91  -0.48
C: 3.96 -5.88 -3.56  -0.79
O: 2.82 -5.31 -2.91  -0.27
C: 2.30 -6.08 -1.82  -0.62
C: 1.83 -5.31 -0.60  -0.40
O: 2.78 -4.65 0.26  -0.43
C: 3.12 -3.40 -0.34  -0.22
H: 4.82 -5.25 -3.77  0.28
H: 3.62 -6.00 -4.59  0.29
H: 4.36 -6.86 -3.31  0.33
H: 2.88 -6.97 -1.57  0.43
H: 1.44 -6.44 -2.39  0.32
H: 1.30 -6.11 -0.07  0.40
H: 1.05 -4.67 -1.02  0.27
H: 3.78 -3.52 -1.20  0.24
H: 3.62 -2.83 0.45  0.26
H: 2.22 -2.79 -0.47  -0.09
C: 2.96 0.09 1.76  -0.80
O: 1.83 0.96 1.88  0.06
C: 1.60 1.45 3.20  -0.59
C: 0.58 2.62 3.17  -0.80
O: -0.65 2.20 2.47  0.43
C: -1.69 3.20 2.57  -1.01
H: 3.77 0.70 1.37  0.36
H: 2.79 -0.80 1.15  -0.09
H: 3.37 -0.14 2.75  0.48
H: 2.49 1.68 3.78  0.58
H: 1.12 0.64 3.74  0.16
H: 1.12 3.43 2.68  0.31
H: 0.30 2.99 4.16  0.40
H: -1.47 4.10 2.00  0.21
H: -1.96 3.42 3.60  0.36
H: -2.57 2.70 2.17  0.28
C: -0.02 -2.17 2.01  -0.44
O: -0.58 -0.91 1.92  0.04
C: -1.79 -0.72 2.69  0.19
C: -1.60 -0.70 4.17  -0.65
O: -2.65 -1.30 4.90  -0.45
C: -2.36 -2.68 5.22  -0.74
H: -0.76 -2.95 1.85  0.30
H: 0.40 -2.16 3.01  0.36
H: 0.71 -2.23 1.20  -0.28
H: -2.52 -1.46 2.39  0.67
H: -2.15 0.28 2.45  -0.41
H: -1.51 0.31 4.56  0.18
H: -0.60 -0.99 4.50  0.43
H: -1.48 -2.81 5.84  0.30
H: -2.07 -3.23 4.33  0.25
H: -3.23 -3.21 5.60  0.32
C: -1.52 5.30 -4.78  -0.86
O: -1.78 4.45 -3.70  -0.15
C: -1.96 5.18 -2.48  -0.93
C: -1.86 4.40 -1.15  -0.63
O: -0.62 3.63 -1.06  0.29
C: 0.53 4.29 -0.54  -0.92
H: -2.22 6.13 -4.88  0.32
H: -1.49 4.80 -5.75  0.23
H: -0.59 5.79 -4.51  0.34
H: -2.91 5.71 -2.55  0.50
H: -1.27 6.02 -2.36  0.39
H: -2.71 3.76 -0.93  0.40
H: -1.83 5.01 -0.25  0.45
H: 0.80 5.28 -0.92  0.29
H: 1.43 3.67 -0.54  0.27
H: 0.42 4.37 0.54  0.23



Entry 6:
The following is a quantum chemistry calculation of C3H6O3Tm as an isolated structure, from the Open Molecules 2025 dataset.

Properties
HOMO energy (spin up / spin down): -0.6530 / -0.6679 Ha
⟨S²⟩: 3.79
Multiplicity: 4
Gap between HOMO and LUMO (spin up / spin down): 6.32 / 6.35 eV
Net charge: +2
ΔE to the lowest compared entry with this formula, charge and spin: 1.82 kcal/mol
DFT total energy: -1427.9930 Eh

Each line ends with the Mulliken spin population.
Cartesian coordinates (Å):
O: 1.04 -1.57 -1.26  0.00
Tm: 1.85 -1.66 0.58  2.00
C: -0.15 0.76 1.81  0.00
O: 0.31 -0.01 0.70  -0.01
C: -0.52 0.06 -0.46  0.06
C: 0.14 -0.69 -1.64  -0.08
O: -0.69 -0.99 -2.55  0.58
H: 0.58 0.66 2.61  0.00
H: -0.22 1.82 1.50  0.00
H: -1.13 0.40 2.14  0.00
H: -0.64 1.12 -0.74  -0.02
H: -1.50 -0.37 -0.23  -0.01
H: 0.94 0.49 -2.46  0.49



Entry 7:
The following is a quantum chemistry calculation of a 15-piece molecular cluster, C35H93N11O38P4 overall, from the Open Molecules 2025 dataset.

Properties
HOMO energy: -0.3784 Ha
Multiplicity: 1
Gap between HOMO and LUMO: 10.00 eV
Net charge: 0
ΔE to the lowest compared entry with this formula, charge and spin: 83.03 kcal/mol
DFT total energy: -6215.3830 Eh

Each line ends with the Mulliken charge.
Cartesian coordinates (Å):
C: -1.45 6.90 2.17  -1.26
C: -1.29 5.83 1.04  -0.20
O: -0.45 6.30 -0.01  -0.34
P: 1.04 5.63 -0.07  0.09
O: 1.83 5.70 1.16  -0.39
O: 1.79 6.09 -1.46  -0.22
C: 1.49 7.27 -2.19  -0.30
C: 2.27 8.32 -1.39  -1.01
O: 0.65 4.03 -0.35  0.46
C: 0.07 3.75 -1.61  -0.42
C: 0.50 2.34 -2.05  -0.82
H: -1.57 6.40 3.12  0.33
H: -0.58 7.55 2.32  0.35
H: -2.24 7.63 1.97  0.35
H: -1.05 4.85 1.44  0.19
H: -2.29 5.69 0.61  0.42
H: 1.80 7.20 -3.24  0.32
H: 0.41 7.37 -2.23  0.31
H: 3.24 7.86 -1.19  0.29
H: 2.28 9.29 -1.89  0.41
H: 1.77 8.36 -0.43  0.26
H: -1.01 3.70 -1.53  0.22
H: 0.29 4.42 -2.44  0.35
H: 0.38 2.08 -3.10  0.50
H: 1.59 2.23 -2.01  0.27
H: -0.11 1.73 -1.38  -0.09
C: 7.28 7.80 4.16  -1.18
C: 6.67 7.23 5.39  -0.25
O: 6.68 5.81 5.33  -0.06
P: 5.72 4.88 6.24  0.33
O: 5.49 5.45 7.59  -0.77
O: 4.48 4.57 5.23  0.20
C: 3.09 4.53 5.68  -0.44
C: 2.22 4.25 4.45  -0.67
O: 6.63 3.49 6.25  -0.39
C: 6.67 2.63 5.16  0.30
C: 7.75 3.06 4.20  -1.09
H: 8.37 7.69 4.17  0.29
H: 6.80 7.52 3.23  0.30
H: 7.09 8.87 4.26  0.41
H: 7.31 7.39 6.26  0.26
H: 5.64 7.55 5.57  0.33
H: 3.09 3.60 6.26  0.26
H: 2.84 5.32 6.39  0.43
H: 1.26 3.86 4.76  0.45
H: 2.12 5.08 3.75  0.27
H: 2.54 3.39 3.85  -0.12
H: 6.82 1.57 5.37  0.38
H: 5.72 2.67 4.63  -0.17
H: 7.24 3.66 3.45  0.26
H: 8.41 3.83 4.61  0.30
H: 8.41 2.36 3.70  0.36
C: 1.23 -0.18 -5.02  -0.66
C: 1.54 -1.25 -6.03  -0.73
O: 1.76 -2.60 -5.60  -0.17
P: 0.66 -3.75 -5.89  0.51
O: -0.65 -3.33 -5.24  -0.46
O: 0.67 -4.09 -7.51  -0.33
C: 0.13 -5.28 -7.97  -0.33
C: -0.92 -4.70 -8.94  -1.15
O: 1.30 -5.12 -5.24  -0.22
C: 2.60 -5.55 -5.57  0.07
C: 2.94 -6.69 -4.66  -1.40
H: 0.34 -0.26 -4.39  0.14
H: 2.03 -0.09 -4.29  0.14
H: 0.94 0.76 -5.49  0.51
H: 0.93 -1.17 -6.93  0.42
H: 2.53 -1.03 -6.43  0.36
H: 0.92 -5.79 -8.52  0.32
H: -0.28 -5.99 -7.26  0.39
H: -0.44 -4.31 -9.83  0.31
H: -1.69 -5.43 -9.20  0.36
H: -1.42 -3.84 -8.49  0.29
H: 2.66 -5.95 -6.58  0.41
H: 3.34 -4.76 -5.42  0.18
H: 2.31 -7.58 -4.76  0.33
H: 3.93 -7.11 -4.87  0.41
H: 2.91 -6.40 -3.61  0.28
C: -5.40 -1.86 -0.16  -0.01
C: -6.25 -3.08 -0.58  -0.40
O: -6.27 -3.13 -1.99  -0.12
P: -7.73 -3.24 -2.69  0.84
O: -8.62 -4.20 -1.98  -0.78
O: -8.38 -1.76 -2.43  -0.41
C: -7.64 -0.59 -2.80  0.29
C: -8.58 0.21 -3.74  -1.35
O: -7.58 -3.27 -4.35  -0.16
C: -7.61 -4.56 -4.99  -0.32
C: -7.45 -4.31 -6.54  -1.17
H: -5.82 -0.85 -0.19  0.20
H: -5.16 -1.82 0.90  -0.13
H: -4.44 -1.67 -0.64  -0.10
H: -5.86 -3.98 -0.10  0.33
H: -7.22 -2.86 -0.13  0.39
H: -7.45 0.06 -1.95  0.28
H: -6.60 -0.67 -3.10  0.03
H: -8.52 1.30 -3.69  0.40
H: -8.31 -0.02 -4.77  0.29
H: -9.61 -0.12 -3.60  0.31
H: -6.83 -5.24 -4.64  0.30
H: -8.57 -4.95 -4.67  0.38
H: -8.17 -3.56 -6.88  0.30
H: -6.49 -3.97 -6.94  0.31
H: -7.64 -5.30 -6.95  0.37
C: -3.21 -1.79 -3.44  -0.04
N: -3.44 -0.29 -3.64  0.97
O: -4.37 -0.02 -4.36  -0.57
O: -2.50 0.51 -3.41  -0.47
H: -3.00 -2.03 -2.39  0.01
H: -2.29 -2.09 -3.94  0.02
H: -3.87 -2.54 -3.88  0.14
C: -0.64 -0.87 1.16  -0.63
N: 0.56 -0.09 1.53  0.79
O: 1.32 0.25 0.60  -0.14
O: 0.67 0.16 2.73  -0.41
H: -0.87 -0.67 0.11  0.25
H: -1.57 -0.62 1.67  -0.14
H: -0.33 -1.88 1.41  0.34
C: 1.72 -3.30 -2.26  -0.02
N: 0.32 -3.65 -1.98  0.85
O: 0.10 -4.83 -1.82  -0.57
O: -0.48 -2.65 -1.92  -0.33
H: 1.81 -2.28 -2.63  -0.10
H: 1.86 -3.93 -3.14  -0.37
H: 2.32 -3.49 -1.37  0.48
C: -0.37 -0.26 6.09  -0.71
N: -1.59 -0.08 5.22  0.90
O: -1.79 -0.77 4.23  -0.38
O: -2.43 0.79 5.55  -0.59
H: -0.61 -0.77 7.02  0.27
H: 0.07 0.65 6.51  0.33
H: 0.37 -0.84 5.54  0.19
C: 3.50 -1.81 2.55  -0.05
N: 3.34 -2.37 3.97  1.00
O: 4.34 -2.64 4.63  -0.59
O: 2.16 -2.52 4.32  -0.54
H: 2.64 -1.24 2.22  -0.33
H: 3.82 -2.70 2.01  0.22
H: 4.36 -1.14 2.48  0.27
C: -3.71 -2.18 7.33  -0.64
N: -2.86 -3.05 6.51  0.79
O: -3.29 -3.32 5.39  -0.44
O: -1.74 -3.38 6.97  -0.52
H: -3.50 -1.14 7.07  0.21
H: -3.48 -2.32 8.39  0.29
H: -4.75 -2.44 7.15  0.27
C: 4.26 -6.58 3.57  -0.78
N: 3.81 -5.89 2.41  0.91
O: 2.67 -5.39 2.41  -0.51
O: 4.56 -5.70 1.54  -0.54
H: 3.80 -6.30 4.52  0.28
H: 5.28 -6.19 3.56  0.33
H: 4.17 -7.61 3.25  0.31
C: 3.32 3.03 0.68  -0.21
N: 4.28 2.07 1.22  1.07
O: 5.06 1.56 0.42  -0.56
O: 4.23 1.76 2.46  -0.51
H: 2.63 2.52 0.00  -0.05
H: 3.95 3.68 0.08  0.35
H: 2.77 3.51 1.48  -0.24
C: -5.69 -3.83 3.22  -0.53
N: -5.88 -2.52 3.84  0.91
O: -6.72 -2.34 4.77  -0.59
O: -5.28 -1.58 3.41  -0.45
H: -6.55 -4.50 3.28  0.30
H: -4.83 -4.17 3.79  0.32
H: -5.45 -3.78 2.16  0.03
C: -3.57 1.45 1.71  -0.28
N: -4.26 1.71 0.46  0.86
O: -3.65 1.30 -0.58  -0.40
O: -5.40 2.19 0.53  -0.54
H: -4.01 0.51 2.03  0.08
H: -3.82 2.20 2.46  0.32
H: -2.49 1.40 1.56  0.00
C: 5.79 -0.37 -1.67  -0.96
N: 4.47 -1.01 -1.86  0.90
O: 4.40 -1.87 -2.70  -0.53
O: 3.54 -0.58 -1.16  -0.28
H: 5.73 0.69 -1.92  0.26
H: 6.48 -0.88 -2.35  0.38
H: 6.02 -0.50 -0.62  0.27